# 1
ORCA calculation (ωB97M-V with the def2-TZVPD basis set) on a molecular structure, C30H24Cl2N5O4OsPS2 in a non-equilibrium geometry.

Last column: Mulliken charge in e.
Positions of all 69 atoms, in Å:
Os (0.69, -0.47, -0.69)  0.21
O (3.32, 2.49, -0.18)  -0.82
C (2.31, 1.98, -0.67)  0.47
O (2.30, 0.73, -1.07)  -0.63
C (1.06, 2.77, -1.10)  -0.79
P (-0.34, 1.61, -0.91)  1.24
C (-1.36, 1.86, -2.40)  0.23
C (-2.33, 2.83, -2.54)  0.01
C (-2.93, 3.03, -3.79)  -0.73
C (-2.56, 2.30, -4.92)  -0.60
C (-1.61, 1.28, -4.75)  -0.81
C (-1.04, 1.04, -3.50)  -0.28
C (-1.36, 2.18, 0.48)  0.96
C (-2.75, 2.09, 0.51)  -0.24
C (-3.42, 2.50, 1.64)  -0.82
C (-2.73, 2.95, 2.75)  -0.73
C (-1.32, 2.98, 2.73)  -0.59
C (-0.64, 2.61, 1.58)  -0.89
H (1.19, 3.05, -2.16)  0.48
H (0.97, 3.72, -0.54)  0.46
H (-2.62, 3.45, -1.67)  0.48
H (-3.77, 3.73, -3.83)  0.40
H (-3.00, 2.50, -5.90)  0.44
H (-1.28, 0.72, -5.61)  0.45
H (-0.37, 0.19, -3.33)  0.33
H (-3.30, 1.71, -0.36)  0.41
H (-4.50, 2.34, 1.68)  0.40
H (-3.28, 3.25, 3.63)  0.42
H (-0.77, 3.23, 3.62)  0.47
H (0.44, 2.65, 1.51)  0.19
N (-1.12, -4.12, -0.86)  0.04
C (-2.35, -3.41, -0.93)  0.03
C (-3.70, -3.80, -0.72)  -0.97
C (-4.69, -2.80, -0.80)  -0.54
C (-4.36, -1.50, -1.17)  -0.82
C (-3.03, -1.12, -1.35)  0.50
C (-2.00, -2.03, -1.17)  0.32
N (-0.58, -1.95, -1.12)  0.33
C (-0.09, -3.25, -0.99)  0.28
C (1.32, -3.43, -0.93)  0.06
C (2.02, -4.57, -0.50)  -0.64
S (3.63, -4.11, -0.15)  -0.06
C (3.33, -2.50, -0.62)  0.25
N (2.08, -2.25, -1.03)  -0.20
H (-1.02, -5.13, -0.85)  0.28
H (-3.95, -4.81, -0.32)  0.37
H (-5.70, -3.12, -0.60)  0.43
H (-5.16, -0.75, -1.26)  0.44
H (-2.82, -0.08, -1.72)  0.15
H (1.61, -5.56, -0.44)  0.44
H (4.14, -1.76, -0.61)  0.02
Cl (-1.63, -1.49, 2.80)  -0.13
C (0.16, -1.49, 3.05)  0.02
Cl (0.81, -3.00, 2.50)  -0.12
C (0.88, -0.35, 2.28)  0.22
O (0.90, 0.70, 2.88)  -0.53
O (1.46, -0.63, 1.10)  0.27
H (0.40, -1.30, 4.09)  0.46
S (5.79, -0.18, -0.25)  -0.01
C (5.18, -0.12, 1.32)  0.34
N (4.67, 1.08, 1.84)  0.19
C (4.55, 1.25, 3.18)  0.09
C (4.90, 0.19, 4.03)  -0.71
C (5.20, -1.03, 3.38)  -0.10
N (5.34, -1.21, 2.09)  -0.38
H (4.35, 1.73, 1.08)  0.19
H (4.22, 2.23, 3.50)  0.47
H (4.86, 0.33, 5.09)  0.44
H (5.41, -1.93, 3.96)  0.46

Calculated values
Highest occupied orbital energy (alpha / beta) ... -13.194 / -13.888 eV
E ... -105596.5557 eV
Frontier orbital gap (alpha / beta) ... 7.1 / 5.2 eV
<S²> ... 6.02
Charge ... +2
Spin multiplicity ... 5
LUMO level (alpha / beta) ... -6.11 / -8.71 eV
Strongest force on any atom ... 0.0674 hartree/bohr

***

# 2
ORCA calculation (ωB97M-V with the def2-TZVPD basis set) on 7 unconnected molecules or ions with the total composition C25H62FNO6Si in a non-equilibrium geometry.

Last column: Mulliken charge in e.
Positions of all 96 atoms, in Å:
C (-4.50, -0.76, 5.01)  -0.14
C (-4.08, -0.32, 3.95)  -0.58
C (-3.54, 0.69, 2.90)  0.60
C (-4.45, 1.97, 2.76)  -0.59
C (-3.89, 3.25, 3.49)  -0.81
Si (-3.45, 3.00, 5.32)  0.66
F (-1.82, 2.58, 5.42)  -0.31
C (-3.78, 4.51, 6.44)  -0.69
N (-4.50, 4.19, 7.70)  -0.39
C (-3.64, 3.53, 8.69)  -0.79
H (-5.12, -1.13, 5.83)  0.38
H (-2.49, 0.97, 3.14)  -0.15
H (-3.53, 0.15, 1.92)  -0.16
H (-4.52, 2.18, 1.65)  0.20
H (-5.49, 1.74, 3.10)  0.39
H (-2.97, 3.56, 2.91)  0.32
H (-4.64, 4.07, 3.37)  0.47
H (-4.25, 1.89, 5.84)  -0.18
H (-2.78, 4.92, 6.75)  0.32
H (-4.40, 5.25, 5.88)  0.31
H (-5.36, 3.66, 7.52)  0.26
H (-3.29, 2.50, 8.39)  0.26
H (-2.79, 4.20, 8.97)  0.28
H (-4.25, 3.36, 9.63)  0.31
C (-5.27, -2.16, -0.97)  -1.44
C (-5.57, -0.80, -0.36)  0.55
C (-6.69, -0.09, -1.11)  -1.36
O (-4.39, 0.01, -0.40)  -0.41
H (-4.95, -2.06, -2.01)  0.34
H (-4.46, -2.65, -0.44)  0.34
H (-6.16, -2.80, -0.94)  0.41
H (-5.84, -0.92, 0.69)  0.28
H (-6.42, 0.08, -2.15)  0.34
H (-6.88, 0.89, -0.67)  0.32
H (-7.61, -0.67, -1.08)  0.39
H (-4.13, 0.12, -1.33)  0.27
C (1.89, 0.85, 2.94)  -1.11
C (1.21, 2.17, 2.61)  0.54
C (1.89, 3.33, 3.32)  -1.51
O (-0.16, 2.11, 2.99)  -0.25
H (1.83, 0.64, 4.02)  0.38
H (1.39, 0.02, 2.43)  0.25
H (2.94, 0.86, 2.64)  0.28
H (1.24, 2.34, 1.53)  0.09
H (1.83, 3.21, 4.41)  0.37
H (1.39, 4.27, 3.08)  0.36
H (2.94, 3.41, 3.04)  0.37
H (-0.20, 1.96, 3.95)  0.21
C (-0.60, 0.02, -0.27)  -0.15
C (-0.26, 0.17, -1.74)  0.31
C (1.24, 0.02, -1.98)  -0.71
O (-0.70, 1.45, -2.20)  -0.62
H (-0.11, 0.79, 0.33)  -0.33
H (-1.67, 0.13, -0.11)  -0.12
H (-0.29, -0.96, 0.11)  0.47
H (-0.80, -0.59, -2.32)  0.43
H (1.79, 0.80, -1.45)  -0.07
H (1.47, 0.14, -3.04)  0.30
H (1.60, -0.95, -1.66)  0.12
H (-0.23, 2.12, -1.70)  0.36
C (6.05, -0.60, -0.51)  -1.40
C (4.87, 0.33, -0.26)  0.79
C (4.73, 1.35, -1.38)  -1.36
O (5.05, 1.00, 0.98)  -0.52
H (6.98, -0.04, -0.55)  0.37
H (6.14, -1.32, 0.30)  0.37
H (5.93, -1.15, -1.45)  0.27
H (3.95, -0.26, -0.18)  0.15
H (5.62, 1.98, -1.44)  0.45
H (3.88, 2.02, -1.18)  0.29
H (4.57, 0.86, -2.34)  0.31
H (5.85, 1.52, 0.93)  0.32
C (3.90, -4.23, -3.31)  -0.94
C (2.63, -4.18, -2.47)  0.45
C (1.77, -5.42, -2.69)  -1.41
O (1.88, -3.02, -2.81)  -0.40
H (3.66, -4.27, -4.37)  0.13
H (4.50, -3.33, -3.15)  0.14
H (4.51, -5.11, -3.06)  0.43
H (2.89, -4.10, -1.41)  0.27
H (1.46, -5.50, -3.74)  0.35
H (0.86, -5.37, -2.09)  0.34
H (2.32, -6.33, -2.42)  0.38
H (1.65, -3.08, -3.75)  0.26
C (5.18, -2.48, -8.00)  -1.31
C (3.78, -2.89, -7.58)  0.44
C (2.73, -2.25, -8.46)  -1.38
O (3.56, -2.51, -6.22)  -0.38
H (5.31, -1.39, -7.91)  0.34
H (5.93, -2.94, -7.34)  0.32
H (5.39, -2.77, -9.03)  0.38
H (3.69, -3.97, -7.62)  0.25
H (2.77, -1.15, -8.40)  0.36
H (1.73, -2.54, -8.15)  0.33
H (2.86, -2.54, -9.51)  0.39
H (3.64, -1.55, -6.16)  0.27

Calculated values
Highest occupied orbital energy ... -8.293 eV
E ... -51299.7816 eV
Frontier orbital gap ... 8.9 eV
SMILES ... C#CCCC[Si@@H](F)CNC.CC(C)O.CC(C)O.CC(C)O.CC(C)O.CC(C)O.CC(C)O
LUMO level ... 0.59 eV
Strongest force on any atom ... 0.0373 hartree/bohr

***

# 3
ORCA calculation (ωB97M-V with the def2-TZVPD basis set) on a molecular structure, C7H6 in a non-equilibrium geometry.

Last column: Mulliken charge in e.
Positions of all 13 atoms, in Å:
C (3.00, -0.51, 0.04)  -0.51
C (1.88, 0.13, -0.05)  0.09
C (-0.23, -0.35, 0.80)  -0.67
C (-0.45, -0.03, -0.82)  -0.70
C (0.81, 0.71, 1.02)  0.04
C (0.83, 0.74, -0.91)  0.09
C (0.07, 1.70, 0.01)  -0.75
H (-1.25, -0.18, 1.30)  0.27
H (-0.06, -1.39, 1.10)  0.35
H (-0.60, -1.04, -1.36)  0.31
H (-1.41, 0.47, -1.07)  0.38
H (1.16, 0.88, 2.06)  0.49
H (1.06, 1.11, -1.89)  0.61

Calculated values
Highest occupied orbital energy ... -9.582 eV
E ... -7346.0391 eV
Frontier orbital gap ... 8.9 eV
LUMO level ... -0.72 eV
Strongest force on any atom ... 0.0901 hartree/bohr

***

# 4
ORCA calculation (ωB97M-V with the def2-TZVPD basis set) on 2 unconnected molecules or ions with the total composition C22H24NO in a non-equilibrium geometry.

Last column: Mulliken charge in e.
Positions of all 48 atoms, in Å:
C (1.59, 3.06, -1.92)  -1.11
N (0.58, 2.11, -2.41)  0.26
C (-0.19, 2.67, -3.55)  -1.04
C (1.17, 0.80, -2.68)  -1.09
H (2.08, 2.66, -1.04)  0.34
H (2.33, 3.25, -2.69)  0.38
H (1.11, 4.00, -1.65)  0.32
H (-0.97, 1.97, -3.85)  0.33
H (-0.66, 3.61, -3.27)  0.32
H (0.47, 2.84, -4.40)  0.35
H (0.40, 0.09, -2.97)  0.32
H (1.90, 0.88, -3.49)  0.36
H (1.67, 0.42, -1.79)  0.34
C (2.11, -5.80, -0.24)  -0.38
C (2.06, -5.22, 1.01)  -0.65
C (0.89, -4.68, 1.48)  -0.21
C (-0.27, -4.70, 0.70)  0.36
O (-1.47, -4.08, 1.14)  -0.43
C (-1.54, -2.66, 1.07)  0.13
C (-2.07, -2.03, -0.06)  -0.58
C (-2.03, -0.67, -0.19)  -0.63
C (-1.46, 0.16, 0.81)  0.91
C (-1.42, 1.55, 0.57)  -0.33
C (-0.89, 2.64, 1.32)  1.06
C (-1.20, 3.94, 0.88)  -0.39
C (-0.75, 5.05, 1.54)  -0.80
C (0.04, 4.91, 2.67)  -0.29
C (0.39, 3.65, 3.12)  -0.94
C (-0.05, 2.53, 2.45)  -0.14
C (-1.01, -0.49, 1.98)  -0.33
C (-1.04, -1.85, 2.11)  -0.65
C (-0.21, -5.31, -0.56)  -0.21
C (0.97, -5.84, -1.02)  -0.57
H (3.03, -6.20, -0.62)  0.40
H (2.95, -5.17, 1.61)  0.38
H (0.85, -4.22, 2.45)  0.32
H (-2.49, -2.64, -0.85)  0.46
H (-2.43, -0.20, -1.08)  0.46
H (-1.89, 1.85, -0.35)  0.16
H (-1.82, 4.05, 0.00)  0.40
H (-1.01, 6.03, 1.18)  0.42
H (0.39, 5.79, 3.19)  0.42
H (1.02, 3.55, 3.98)  0.43
H (0.30, 1.57, 2.77)  0.35
H (-0.67, 0.09, 2.82)  0.40
H (-0.66, -2.33, 2.99)  0.56
H (-1.10, -5.32, -1.16)  0.44
H (1.01, -6.28, -2.01)  0.38

Calculated values
Highest occupied orbital energy ... -11.056 eV
E ... -26732.8569 eV
Frontier orbital gap ... 5.4 eV
Charge ... +1
LUMO level ... -5.69 eV
Strongest force on any atom ... 0.0333 hartree/bohr

***

# 5
ORCA calculation (ωB97M-V with the def2-TZVPD basis set) on 2 unconnected molecules or ions with the total composition CH3O2S in a non-equilibrium geometry.

Last column: Mulliken charge in e.
Positions of all 7 atoms, in Å:
C (0.27, -0.64, -0.27)  -0.69
O (-3.94, -1.12, 0.36)  -0.54
O (-4.02, 1.33, 0.45)  -0.55
S (-3.54, 0.15, -0.29)  0.14
H (-0.75, -0.82, -0.64)  0.19
H (0.87, -1.50, 0.28)  0.20
H (0.44, 0.40, -0.03)  0.25

Calculated values
Highest occupied orbital energy (alpha / beta) ... -4.642 / -1.239 eV
E ... -16014.2140 eV
Frontier orbital gap (alpha / beta) ... 8.9 / 4.4 eV
Charge ... -1
LUMO level (alpha / beta) ... 4.24 / 3.20 eV
Strongest force on any atom ... 0.0555 hartree/bohr

***

# 6
ORCA calculation (ωB97M-V with the def2-TZVPD basis set) on a single C5H10O molecule in a non-equilibrium geometry.

Last column: Mulliken charge in e.
Positions of all 16 atoms, in Å:
C (2.08, -0.10, 0.00)  -1.00
C (0.98, -0.26, -1.01)  -0.33
C (-0.87, 0.22, 0.28)  0.67
C (-1.10, -1.27, 0.65)  -1.02
C (-1.27, 1.31, 0.91)  -0.85
H (2.47, 0.92, 0.11)  0.32
H (3.03, -0.70, -0.13)  0.32
H (1.58, -0.33, 0.98)  0.24
H (1.53, 0.03, -1.89)  0.38
H (0.73, -1.36, -0.91)  0.25
H (-1.30, -1.98, -0.22)  0.33
H (-0.13, -1.71, 1.02)  0.24
H (-2.03, -1.59, 1.33)  0.31
H (-0.98, 2.25, 0.51)  0.29
H (-1.80, 1.29, 1.87)  0.27
O (-0.25, 0.46, -0.95)  -0.40

Calculated values
Highest occupied orbital energy ... -9.166 eV
E ... -7392.5322 eV
Frontier orbital gap ... 10.2 eV
SMILES ... C=C(C)OCC
LUMO level ... 0.99 eV
Strongest force on any atom ... 0.0636 hartree/bohr